This record from the OMol25 dataset describes C15H30MgN2O7S2 as an isolated structure in a non-equilibrium geometry. The level of theory is ωB97M-V with the def2-TZVPD basis set.

Structure (XYZ):
```
57
Properties=species:S:1:pos:R:3:nbo_charge:R:1
Mg -1.223 0.196 -0.956 1.847
C 0.204 1.734 -0.254 0.947
O -0.595 1.393 0.587 -0.892
O -0.534 1.894 -1.253 -0.992
O 0.657 0.643 -0.643 -0.958
C 1.986 1.868 -4.224 -0.736
C 2.486 3.157 -3.737 0.300
N 2.867 4.188 -3.410 -0.341
H 1.740 2.100 -5.260 0.244
H 1.148 1.472 -3.650 0.283
H 2.649 1.007 -4.139 0.246
C -1.655 4.301 1.871 -0.725
C -2.882 5.021 1.653 0.296
N -3.893 5.587 1.386 -0.375
H -1.453 4.056 0.828 0.296
H -1.954 3.517 2.566 0.252
H -1.057 5.026 2.423 0.250
C -3.213 -1.523 -3.915 -0.798
S -1.364 -1.482 -3.852 1.274
O -1.125 -0.825 -2.524 -1.084
C -1.261 -3.331 -3.643 -0.810
H -3.749 -0.582 -3.788 0.256
H -3.503 -2.211 -3.121 0.225
H -3.511 -2.039 -4.827 0.236
H -1.602 -3.982 -4.448 0.259
H -1.652 -3.405 -2.628 0.234
H -0.188 -3.519 -3.596 0.247
C -1.625 -3.890 0.947 -0.782
S -0.650 -2.289 1.081 1.267
O -1.269 -1.465 -0.025 -1.100
C -1.301 -1.700 2.693 -0.814
H -1.646 -4.298 -0.064 0.239
H -2.674 -3.682 1.157 0.232
H -1.146 -4.607 1.615 0.237
H -2.381 -1.841 2.751 0.232
H -1.056 -0.642 2.786 0.279
H -0.891 -2.271 3.525 0.245
C 1.420 0.944 4.017 -0.719
C 1.153 2.134 4.894 0.580
O 1.948 2.527 5.778 -0.545
C -0.280 2.527 4.937 -0.732
H 0.784 0.228 4.539 0.216
H 2.460 0.619 4.003 0.238
H 1.040 1.069 3.003 0.255
H -0.543 3.585 4.943 0.246
H -0.779 2.026 5.767 0.242
H -0.878 1.983 4.207 0.214
C 2.422 -1.660 -2.089 -0.726
C 3.611 -1.755 -1.211 0.596
O 4.539 -2.387 -1.576 -0.553
C 3.535 -1.285 0.237 -0.722
H 1.504 -1.854 -1.535 0.227
H 2.526 -2.200 -3.030 0.215
H 2.346 -0.630 -2.439 0.253
H 3.965 -1.974 0.963 0.225
H 2.479 -1.138 0.467 0.231
H 4.062 -0.331 0.211 0.243
```

Computed properties:
**Relative energy (zero: lowest compared OMol25 entry of this formula, charge and spin)**: 713.8 kJ/mol
**Net charge**: 0
**Gap between HOMO and LUMO**: 5.50 eV
**2S+1**: 1



This record from the OMol25 dataset describes C15H30MgO29P3V2 as an isolated structure in a non-equilibrium geometry. The level of theory is ωB97M-V with the def2-TZVPD basis set.

Structure (XYZ):
```
80
Properties=species:S:1:pos:R:3:lowdin_charge:R:1
O 23.380 5.273 -0.776 -0.225
V 22.279 4.907 -1.818 0.983
O 18.759 2.257 -2.514 -0.336
V 19.686 3.111 -1.598 0.892
Mg 21.568 1.540 -0.031 0.355
P 20.010 5.935 -1.780 0.058
O 18.759 6.303 -0.975 -0.234
O 20.093 4.758 -2.703 -0.378
O 20.395 4.952 -0.659 -0.324
O 21.353 6.707 -1.664 -0.332
P 18.720 2.879 0.958 -0.103
O 17.828 2.191 1.932 -0.391
O 18.163 3.683 -0.252 -0.348
O 19.909 2.213 0.269 -0.380
O 19.017 4.039 1.855 -0.388
P 22.560 2.002 -2.093 0.188
O 21.154 1.383 -1.995 -0.192
O 21.836 2.929 -1.152 -0.406
O 22.996 3.330 -2.829 -0.394
O 23.186 1.387 -0.835 -0.314
C 22.778 -2.089 -7.814 -0.080
O 22.530 -0.862 -7.184 -0.014
C 23.472 0.123 -7.028 -0.492
O 24.461 0.337 -7.724 0.085
O 23.234 0.775 -5.838 -0.008
C 24.129 1.781 -5.373 -0.064
H 21.920 -2.761 -7.797 0.089
H 23.606 -2.685 -7.430 0.094
H 22.956 -1.930 -8.877 0.086
H 24.932 1.946 -6.092 0.083
H 24.630 1.454 -4.463 0.073
H 23.607 2.733 -5.273 0.071
C 26.039 2.844 -1.939 -0.066
O 27.340 3.235 -1.731 0.000
C 27.750 3.696 -0.537 -0.514
O 27.033 3.889 0.478 0.089
O 29.094 3.833 -0.624 -0.021
C 29.773 4.341 0.521 -0.057
H 25.673 2.134 -1.196 0.082
H 25.985 2.282 -2.871 0.086
H 25.338 3.678 -1.959 0.085
H 29.502 5.371 0.752 0.096
H 30.836 4.283 0.285 0.087
H 29.578 3.706 1.385 0.092
C 24.618 5.497 -5.810 -0.041
O 24.691 6.731 -5.125 -0.005
C 24.251 6.861 -3.835 -0.444
O 23.672 5.967 -3.214 0.051
O 24.573 8.132 -3.440 0.002
C 24.072 8.587 -2.151 -0.016
H 24.397 4.623 -5.198 0.072
H 25.516 5.395 -6.419 0.095
H 23.812 5.554 -6.542 0.098
H 23.002 8.521 -1.952 0.087
H 24.500 9.550 -1.871 0.088
H 24.520 7.926 -1.409 0.091
C 18.540 -0.830 -0.578 -0.014
O 19.481 -1.845 -0.237 0.002
C 20.744 -1.518 0.190 -0.445
O 21.092 -0.379 0.403 0.122
O 21.442 -2.662 0.474 -0.002
C 22.797 -2.657 0.926 -0.045
H 17.543 -1.110 -0.236 0.099
H 18.539 -0.742 -1.665 0.098
H 18.733 0.179 -0.216 0.076
H 23.171 -3.669 1.085 0.088
H 22.938 -2.230 1.919 0.088
H 23.401 -2.025 0.275 0.096
C 21.232 2.731 3.991 -0.003
O 22.653 2.487 3.878 0.012
C 23.112 1.959 2.743 -0.501
O 22.446 1.791 1.697 0.089
O 24.338 1.564 2.967 0.037
C 25.131 0.954 1.932 -0.011
H 20.843 3.231 4.877 0.091
H 20.732 1.764 3.938 0.102
H 20.942 3.400 3.181 0.076
H 24.789 -0.007 1.548 0.087
H 26.109 0.684 2.333 0.085
H 25.361 1.667 1.141 0.083
```

Computed properties:
**Expectation value of S²**: 3.773
**Net charge**: -2
**Gap between HOMO and LUMO (alpha / beta)**: 2.88 / 2.33 eV
**2S+1**: 4



This record from the OMol25 dataset describes an isolated ion of composition C15H30N and charge +1. The level of theory is ωB97M-V with the def2-TZVPD basis set.

Structure (XYZ):
```
46
Properties=species:S:1:pos:R:3:nbo_charge:R:1
C -5.878 2.999 0.147 -0.099
C -4.720 2.696 0.176 -0.115
C -3.314 2.348 0.221 -0.287
H -2.961 2.430 1.254 0.259
H -2.751 3.055 -0.396 0.259
N -3.048 0.959 -0.271 -0.195
C -3.524 0.857 -1.662 -0.426
H -3.389 -0.153 -2.042 0.239
H -4.583 1.109 -1.704 0.252
H -2.974 1.547 -2.299 0.235
C -3.784 0.009 0.580 -0.428
H -3.652 -1.008 0.220 0.241
H -4.846 0.254 0.566 0.252
H -3.425 0.072 1.606 0.235
C -1.573 0.725 -0.196 -0.218
C -1.097 -0.692 -0.541 -0.436
H -0.204 -0.608 -1.160 0.243
H -1.836 -1.220 -1.142 0.215
C -0.745 -1.546 0.684 -0.393
C 0.517 -1.091 1.420 -0.394
C 1.803 -1.323 0.628 -0.401
C 3.037 -0.949 1.447 -0.383
C 4.351 -1.282 0.740 -0.396
C 4.587 -0.453 -0.522 -0.394
C 6.010 -0.590 -1.065 -0.388
C 6.326 -1.992 -1.572 -0.608
H 7.315 -2.014 -2.022 0.217
H 6.309 -2.715 -0.761 0.202
H 5.602 -2.298 -2.325 0.198
H 6.722 -0.319 -0.281 0.197
H 6.139 0.120 -1.885 0.202
H 3.885 -0.754 -1.302 0.187
H 4.403 0.600 -0.291 0.195
H 4.359 -2.344 0.492 0.199
H 5.171 -1.096 1.437 0.208
H 3.005 -1.489 2.396 0.204
H 3.010 0.120 1.676 0.193
H 1.866 -2.376 0.346 0.203
H 1.791 -0.730 -0.288 0.189
H 0.582 -1.654 2.353 0.220
H 0.449 -0.034 1.689 0.183
H -1.580 -1.562 1.386 0.194
H -0.589 -2.571 0.344 0.225
H -1.106 1.447 -0.868 0.230
H -1.254 0.960 0.822 0.229
H -6.890 3.280 0.128 0.257
```

Computed properties:
**Relative energy (zero: lowest compared OMol25 entry of this formula, charge and spin)**: 18.8 kJ/mol
**Net charge**: +1
**SMILES**: C#CC[N+](C)(C)CCCCCCCCCC
**Gap between HOMO and LUMO**: 10.35 eV
**2S+1**: 1



This record from the OMol25 dataset describes the molecule C15H30N4O3 in a non-equilibrium geometry. The level of theory is ωB97M-V with the def2-TZVPD basis set.

Structure (XYZ):
```
52
Properties=species:S:1:pos:R:3:nbo_charge:R:1
O 0.373 2.573 1.606 -0.654
O -1.840 -0.198 -0.936 -0.691
O 2.034 -1.200 -3.245 -0.634
C 0.588 1.603 2.339 0.670
C -0.893 0.101 -0.174 0.690
C 1.014 -0.911 -2.655 0.666
N -0.032 -1.726 -2.601 -0.636
N 0.357 -1.853 4.096 -0.852
N -0.037 0.430 2.232 -0.662
N 0.316 0.450 -0.620 -0.590
C 1.655 1.700 3.410 -0.700
C -0.153 -3.078 -3.155 -0.411
C -0.974 3.713 -3.407 -0.600
C 0.921 3.684 -1.828 -0.608
C 0.515 -3.048 3.299 -0.215
C 0.243 -2.863 1.812 -0.414
C -1.211 -2.513 1.377 -0.416
C -0.270 2.837 -2.319 -0.210
C -1.867 -1.202 1.846 -0.390
C 0.100 1.451 -2.867 -0.401
C -1.184 0.116 1.353 -0.131
C 0.871 0.448 -1.974 -0.124
H -0.914 -1.370 -2.125 0.434
H -0.615 -1.548 4.027 0.356
H 0.614 -2.125 5.026 0.373
H 0.351 -0.328 2.784 0.434
H 0.920 0.828 0.091 0.420
H 2.385 0.936 3.255 0.225
H 2.111 2.680 3.484 0.242
H 1.143 1.476 4.328 0.224
H 0.775 -3.615 -3.055 0.216
H -0.407 -2.979 -4.224 0.200
H -0.939 -3.658 -2.635 0.202
H -0.336 3.726 -4.270 0.198
H -1.077 4.797 -3.038 0.211
H -1.970 3.298 -3.703 0.211
H 0.562 4.626 -1.369 0.216
H 1.520 3.850 -2.701 0.195
H 1.479 3.190 -1.042 0.207
H -0.105 -3.833 3.705 0.163
H 1.556 -3.362 3.437 0.193
H 0.885 -2.082 1.409 0.201
H 0.584 -3.802 1.373 0.222
H -1.251 -2.584 0.291 0.222
H -1.840 -3.316 1.690 0.206
H -0.947 2.689 -1.478 0.203
H -1.970 -1.174 2.945 0.191
H -2.907 -1.178 1.466 0.245
H 0.706 1.572 -3.729 0.209
H -0.829 1.004 -3.185 0.220
H -1.889 0.936 1.514 0.242
H 1.882 0.831 -1.867 0.233
```

Computed properties:
**Relative energy (zero: lowest compared OMol25 entry of this formula, charge and spin)**: 1.3 kJ/mol
**Net charge**: 0
**SMILES**: CNC(=O)[C@@H](CC(C)C)NC(=O)[C@@H](CCCCN)NC(C)=O
**Gap between HOMO and LUMO**: 9.78 eV
**2S+1**: 1



This record from the OMol25 dataset describes a 3-piece molecular cluster, C15H30NO11S overall in a non-equilibrium geometry. The level of theory is ωB97M-V with the def2-TZVPD basis set.

Structure (XYZ):
```
58
Properties=species:S:1:pos:R:3:nbo_charge:R:1
C -0.809 1.775 2.903 -0.271
O -0.429 0.875 1.840 -0.545
C -0.346 1.658 0.671 0.079
N -0.006 0.800 -0.496 -0.365
S 1.317 -0.296 0.012 0.232
C -1.202 -0.116 -0.797 0.091
O -1.915 0.312 -1.910 -0.518
C -3.248 0.731 -1.619 0.224
O -3.480 1.864 -2.428 -0.521
C -4.182 2.884 -1.727 -0.087
C -3.298 3.646 -0.694 -0.093
O -3.971 4.863 -0.428 -0.696
C 0.341 1.646 -1.684 -0.258
C 1.620 2.496 -1.541 0.057
C 2.201 2.687 -2.985 -0.621
O 1.312 3.791 -1.029 -0.725
H -0.007 1.816 3.654 0.211
H -1.719 1.426 3.407 0.214
H -1.004 2.798 2.546 0.185
H -1.303 2.157 0.424 0.202
H 0.388 2.458 0.845 0.225
H 1.662 -0.857 -1.200 0.171
H -0.792 -1.105 -1.043 0.205
H -1.822 -0.267 0.100 0.221
H -3.427 0.961 -0.558 0.149
H -3.921 -0.057 -1.992 0.183
H -4.532 3.603 -2.478 0.225
H -5.035 2.443 -1.181 0.176
H -3.238 3.006 0.211 0.136
H -2.301 3.843 -1.126 0.164
H -3.535 5.240 0.334 0.474
H -0.489 2.360 -1.817 0.260
H 0.443 0.998 -2.562 0.252
H 2.426 2.046 -0.944 0.200
H 2.533 1.737 -3.420 0.218
H 3.036 3.393 -2.874 0.232
H 1.420 3.179 -3.581 0.223
H 2.062 4.050 -0.498 0.485
C 4.320 -3.655 2.404 -0.104
C 4.693 -2.242 2.764 -0.102
O 4.959 -1.656 1.486 -0.480
C 4.288 -2.373 0.557 0.968
O 4.164 -2.048 -0.583 -0.600
O 3.772 -3.504 1.090 -0.488
H 3.588 -4.085 3.083 0.212
H 5.186 -4.317 2.350 0.200
H 3.871 -1.699 3.237 0.182
H 5.569 -2.187 3.406 0.219
C -0.507 -4.661 -0.304 -0.105
C -0.782 -3.786 0.891 -0.094
O -1.723 -4.553 1.634 -0.491
C -1.558 -5.857 1.281 0.959
O -2.068 -6.767 1.834 -0.542
O -0.728 -5.970 0.212 -0.479
H 0.511 -4.558 -0.678 0.207
H -1.206 -4.482 -1.126 0.183
H 0.108 -3.625 1.506 0.184
H -1.203 -2.819 0.618 0.176
```

Computed properties:
**Net charge**: +1
**Gap between HOMO and LUMO**: 9.94 eV
**2S+1**: 1



This record from the OMol25 dataset describes C15H31BrOsP2 as an isolated structure in a non-equilibrium geometry. The level of theory is ωB97M-V with the def2-TZVPD basis set.

Structure (XYZ):
```
50
Properties=species:S:1:pos:R:3:nbo_charge:R:1
P -1.841 -0.230 -0.726 1.324
P 1.087 -1.677 0.154 1.325
C -1.420 -1.970 -1.097 -0.763
C -0.541 -2.577 -0.037 -0.674
H -0.942 -2.003 -2.075 0.250
H -2.409 -2.443 -1.165 0.277
H -1.067 -2.607 0.919 0.251
H -0.263 -3.605 -0.314 0.281
C 1.884 -2.510 -1.259 -0.952
H 2.922 -2.166 -1.326 0.262
H 1.416 -2.226 -2.226 0.244
H 1.797 -3.599 -1.103 0.258
C 1.760 -2.771 1.472 -0.938
H 1.834 -3.779 1.037 0.271
H 1.099 -2.778 2.367 0.264
H 2.747 -2.403 1.809 0.276
C -3.029 0.047 -2.090 -0.969
H -3.423 1.078 -2.070 0.274
H -3.812 -0.708 -1.946 0.268
H -2.520 -0.083 -3.066 0.263
C -3.059 -0.552 0.601 -0.988
H -2.606 -1.075 1.475 0.251
H -3.847 -1.197 0.171 0.268
H -3.461 0.396 0.990 0.272
Os 1.092 2.400 0.138 1.006
C 1.894 0.567 1.258 -0.466
C 2.048 0.057 -0.170 -0.386
C 1.425 0.559 -1.596 -0.518
C 0.139 1.441 -1.889 -0.479
C -0.742 1.933 -0.747 -0.371
C -0.922 1.705 0.706 -0.354
C -0.639 0.843 1.886 -0.473
C 0.844 0.480 2.353 -0.450
C 0.829 3.956 1.335 -0.810
H 2.882 0.615 1.756 0.267
H 3.148 -0.014 -0.376 0.314
H 1.179 -0.375 -2.105 0.250
H 2.208 0.937 -2.258 0.295
H 0.484 2.260 -2.524 0.294
H -0.511 0.818 -2.491 0.228
H -1.306 2.805 -1.101 0.290
H -1.598 2.494 1.055 0.268
H -1.196 -0.090 1.838 0.213
H -1.062 1.327 2.782 0.274
H 1.130 1.166 3.173 0.268
H 0.782 -0.492 2.858 0.220
H 1.557 3.957 2.175 0.257
H -0.179 4.124 1.734 0.231
H 1.051 4.820 0.684 0.267
Br 3.157 3.142 -0.968 -0.227
```

Computed properties:
**Relative energy (zero: lowest compared OMol25 entry of this formula, charge and spin)**: 502.4 kJ/mol
**Expectation value of S²**: 6.026
**Net charge**: +2
**Gap between HOMO and LUMO (alpha / beta)**: 5.46 / 5.13 eV
**2S+1**: 5



We obtain E values of -60460.4733 -160109.6948 -17523.8529 -28146.1813 -50879.6549 -107120.5726 eV for the records listed above, in that order.